# 1
{"formula": "C15H18N8O2Pd", "method": "ωB97M-V/def2-TZVPD", "species": ["N", "C", "C", "H", "H", "H", "N", "C", "C", "H", "H", "H", "N", "C", "C", "H", "H", "H", "Pd", "C", "O", "C", "O", "C", "C", "C", "C", "C", "C", "H", "H", "H", "H", "H", "H", "N", "N", "N", "C", "N", "N", "H", "H", "H"], "xyz": [[1.986, -2.907, 1.490], [2.148, -3.906, 2.057], [2.368, -5.149, 2.759], [2.654, -4.935, 3.797], [3.177, -5.682, 2.245], [1.445, -5.744, 2.734], [-1.498, 0.050, -3.094], [-1.090, 0.037, -4.181], [-0.612, 0.033, -5.551], [0.342, -0.519, -5.546], [-0.418, 1.073, -5.845], [-1.342, -0.443, -6.231], [0.508, 2.168, 3.312], [0.241, 3.296, 3.153], [-0.152, 4.702, 3.063], [-1.108, 4.771, 2.509], [0.620, 5.285, 2.527], [-0.271, 5.096, 4.094], [0.500, 0.327, -0.225], [-0.832, 1.794, -0.393], [-1.496, 2.682, -0.713], [-0.096, -1.556, -0.604], [-0.655, -2.548, -0.777], [2.520, -0.709, -0.944], [2.712, -0.013, 0.257], [2.374, 1.341, 0.321], [1.988, 1.981, -0.871], [2.080, 1.334, -2.105], [2.289, -0.023, -2.148], [2.599, -1.798, -0.951], [2.980, -0.575, 1.152], [2.315, 1.855, 1.277], [1.618, 3.001, -0.833], [1.862, 1.878, -3.036], [2.195, -0.581, -3.092], [-2.817, 1.169, 3.912], [-2.002, 0.447, 3.050], [-1.303, -0.630, 3.475], [-0.589, -0.953, 2.388], [-0.763, -0.024, 1.448], [-1.727, 0.831, 1.806], [-2.659, 2.166, 3.750], [-2.529, 0.966, 4.865], [0.076, -1.816, 2.302]], "atomic_forces_ev_per_a": [[-0.26, -0.49, 0.35], [-0.11, 1.04, -0.53], [0.04, -0.22, 0.10], [-0.04, -0.13, -0.26], [-0.15, -0.04, 0.21], [0.30, 0.06, 0.04], [-0.37, 0.06, 2.36], [0.86, -0.10, -2.93], [-0.02, 0.69, 0.93], [-0.21, -0.31, -0.32], [-0.22, -0.20, -0.14], [0.16, -0.12, 0.08], [-0.72, 1.76, -0.82], [0.40, -1.64, 0.61], [-0.03, 0.23, -0.01], [0.46, 0.13, 0.33], [-0.36, -0.22, 0.34], [0.07, -0.09, -0.62], [-0.67, -0.69, -0.81], [-3.86, 5.34, -2.44], [2.55, -3.51, 1.44], [-3.13, -5.59, -1.37], [2.31, 3.78, 0.71], [1.14, -1.00, -0.39], [0.47, -1.00, 0.90], [0.43, 1.02, 0.40], [0.56, 1.40, 0.23], [-0.70, 1.58, -1.17], [0.11, -1.75, -0.67], [0.18, 0.23, 0.14], [0.02, 0.09, -0.16], [0.31, 0.06, -0.07], [0.32, 0.07, -0.04], [0.20, -0.08, 0.49], [0.29, 0.28, 0.50], [3.67, -1.00, -2.15], [-0.50, -0.01, 1.92], [-0.25, -0.61, -0.93], [-0.76, -0.08, 3.33], [-2.83, 2.10, 0.40], [1.91, -0.94, -0.47], [-1.09, 0.57, -0.62], [-0.56, -0.91, 0.97], [0.06, 0.22, 0.14]], "s_squared": 6.038, "orbital_gap_ev": [8.5, 3.1], "relative_energy_ev": 0.030, "homo_energy_ev": [-22.12, -22.12], "charge": 4, "fmax_ev_per_a": 7.03, "spin_multiplicity": 5}



# 2
{"formula": "C15H18NO2P", "method": "ωB97M-V/def2-TZVPD", "species": ["C", "C", "C", "C", "C", "C", "C", "H", "C", "H", "H", "H", "N", "P", "O", "O", "C", "C", "C", "C", "C", "C", "H", "H", "H", "H", "H", "C", "H", "H", "H", "H", "H", "H", "H", "H", "H"], "xyz": [[5.369, 1.599, -0.980], [4.105, 1.069, -0.373], [3.288, 1.877, 0.405], [2.109, 1.381, 0.928], [1.724, 0.069, 0.691], [2.546, -0.771, -0.062], [3.718, -0.247, -0.586], [4.357, -0.891, -1.176], [2.190, -2.208, -0.273], [3.055, -2.771, -0.615], [1.826, -2.643, 0.658], [1.403, -2.293, -1.019], [0.529, -0.437, 1.253], [-0.750, -0.893, 0.269], [-0.520, -0.858, -1.175], [-1.857, 0.173, 0.820], [-3.080, 0.424, 0.251], [-3.610, -0.339, -0.776], [-4.861, -0.030, -1.283], [-5.586, 1.030, -0.767], [-5.051, 1.791, 0.259], [-3.802, 1.493, 0.770], [-3.371, 2.079, 1.568], [-5.608, 2.622, 0.665], [-6.561, 1.266, -1.166], [-5.268, -0.624, -2.087], [-3.031, -1.151, -1.187], [-1.311, -2.496, 0.965], [-0.614, -3.271, 0.663], [-1.352, -2.439, 2.048], [-2.297, -2.738, 0.577], [0.207, 0.107, 2.044], [1.472, 2.019, 1.525], [3.569, 2.902, 0.599], [5.693, 2.506, -0.476], [6.165, 0.859, -0.923], [5.206, 1.834, -2.033]], "atomic_forces_ev_per_a": [[-0.06, -0.01, -0.05], [0.01, 0.02, 0.05], [0.04, -0.07, -0.02], [-0.14, -0.08, 0.00], [0.52, 0.17, -0.17], [0.05, 0.02, 0.07], [-0.10, 0.14, 0.06], [0.08, -0.10, -0.05], [0.04, 0.00, -0.07], [0.03, -0.06, 0.01], [0.00, -0.11, 0.05], [-0.05, -0.10, -0.08], [-0.54, -0.05, -0.06], [-0.50, -0.32, 0.94], [0.09, -0.15, -0.12], [0.47, -0.25, 0.07], [-0.51, 0.16, -0.05], [0.22, -0.12, 0.03], [-0.06, 0.03, 0.04], [-0.11, 0.00, -0.09], [0.04, -0.02, 0.01], [0.21, -0.10, 0.03], [0.06, 0.04, 0.08], [-0.04, 0.07, 0.04], [-0.08, 0.02, -0.04], [-0.02, -0.05, -0.07], [0.00, -0.06, -0.14], [0.08, 0.79, -0.51], [0.12, -0.06, -0.04], [0.02, 0.06, 0.11], [-0.09, -0.02, -0.04], [0.03, -0.05, 0.03], [-0.07, 0.06, 0.04], [0.04, 0.10, 0.02], [0.08, 0.05, 0.00], [0.10, 0.00, -0.01], [0.08, 0.05, -0.07]], "orbital_gap_ev": 9.1, "relative_energy_ev": 0.136, "homo_energy_ev": -8.35, "charge": 0, "fmax_ev_per_a": 1.12}



# 3
{"formula": "C15H19", "method": "ωB97M-V/def2-TZVPD", "species": ["H", "C", "C", "C", "C", "C", "C", "H", "H", "H", "H", "H", "H", "H", "C", "C", "C", "C", "C", "C", "C", "C", "C", "H", "H", "H", "H", "H", "H", "H", "H", "H", "H", "H"], "xyz": [[-0.928, -0.523, -0.254], [-1.627, 2.075, 0.358], [-0.536, 2.538, 1.138], [0.336, 3.470, 0.627], [0.193, 4.066, -0.755], [-0.830, 3.306, -1.570], [-1.675, 2.373, -1.027], [-2.294, 1.316, 0.764], [-0.408, 2.104, 2.147], [1.196, 3.810, 1.207], [0.018, 5.168, -0.752], [1.174, 3.993, -1.270], [-0.833, 3.509, -2.640], [-2.402, 1.824, -1.660], [-1.817, -2.285, -0.829], [-0.917, -1.512, 0.144], [-1.533, -1.453, 1.539], [0.576, -1.835, 0.160], [1.432, -1.246, 1.111], [2.822, -1.438, 1.026], [3.361, -2.185, -0.036], [2.505, -2.763, -0.981], [1.123, -2.570, -0.882], [-1.474, -2.075, -1.850], [-1.852, -3.369, -0.658], [-2.831, -1.877, -0.721], [-0.949, -0.824, 2.234], [-2.537, -1.004, 1.471], [-1.641, -2.467, 1.956], [1.051, -0.605, 1.911], [3.503, -0.961, 1.727], [4.452, -2.273, -0.166], [2.904, -3.327, -1.832], [0.439, -2.961, -1.642]], "atomic_forces_ev_per_a": [[-0.12, 1.26, -0.30], [1.39, -0.15, -0.72], [-0.07, 0.04, 0.41], [-0.14, 0.54, -0.40], [-0.65, -1.86, 0.43], [0.45, 0.58, 0.32], [-0.56, -0.01, -0.35], [-0.06, 0.34, 0.04], [0.02, 0.51, -0.69], [-0.33, -0.07, 0.02], [-0.10, -0.54, 0.14], [-0.26, -0.03, 0.14], [-0.24, 0.00, 0.21], [0.58, 0.56, 0.45], [0.27, 0.18, 0.01], [0.16, -0.51, 0.54], [-0.21, 0.11, 0.19], [-0.09, 0.25, 0.14], [0.61, -0.25, -0.20], [-0.31, -0.08, -0.71], [-0.11, 0.00, -0.13], [0.05, 0.22, 0.02], [0.20, -0.23, -0.12], [-0.26, -0.30, 0.12], [0.09, 0.29, -0.01], [0.16, -0.24, -0.12], [-0.23, -0.44, -0.21], [0.16, -0.24, 0.10], [0.08, 0.41, 0.01], [0.05, -0.34, -0.24], [-0.25, -0.11, -0.01], [-0.66, -0.04, 0.23], [-0.09, 0.22, 0.42], [0.50, -0.05, 0.27]], "orbital_gap_ev": 4.9, "relative_energy_ev": 0.557, "homo_energy_ev": -11.42, "charge": 1, "fmax_ev_per_a": 2.02}



# 4
{"formula": "C15H19AsMnN4O5S", "method": "ωB97M-V/def2-TZVPD", "species": ["Mn", "O", "C", "N", "S", "O", "O", "C", "C", "C", "C", "C", "C", "H", "H", "H", "H", "O", "N", "O", "C", "As", "C", "C", "H", "H", "H", "H", "H", "H", "H", "H", "H", "N", "C", "C", "C", "C", "C", "N", "H", "H", "H", "H", "H", "H"], "xyz": [[0.422, -0.431, 0.252], [0.573, -2.608, 0.454], [-0.461, -2.606, 1.160], [-1.065, -1.451, 1.451], [-2.525, -1.682, 2.184], [-2.568, -1.074, 3.476], [-3.564, -1.373, 1.240], [-2.328, -3.446, 2.321], [-3.151, -4.378, 2.915], [-2.742, -5.707, 2.870], [-1.552, -6.075, 2.248], [-0.735, -5.121, 1.653], [-1.143, -3.802, 1.703], [-4.074, -4.087, 3.399], [-3.361, -6.466, 3.329], [-1.259, -7.116, 2.231], [0.195, -5.386, 1.167], [1.627, 1.049, 1.886], [2.230, 0.035, 1.535], [2.505, 0.019, 0.264], [3.723, 3.332, 0.681], [2.037, 3.519, -0.290], [1.225, 4.900, 0.837], [2.695, 4.737, -1.689], [4.162, 4.308, 0.888], [4.421, 2.739, 0.090], [3.532, 2.805, 1.614], [1.927, 5.718, 1.004], [0.941, 4.461, 1.793], [0.328, 5.286, 0.355], [3.243, 5.569, -1.246], [1.853, 5.124, -2.263], [3.353, 4.195, -2.368], [1.428, 0.796, -2.516], [0.116, 0.522, -2.641], [-0.563, 0.749, -3.853], [-1.902, 0.475, -3.934], [-2.582, -0.025, -2.818], [-1.866, -0.231, -1.671], [-0.542, 0.025, -1.574], [1.962, 1.058, -3.323], [1.915, 0.711, -1.633], [-0.017, 1.148, -4.697], [-2.432, 0.652, -4.860], [-3.638, -0.247, -2.846], [-2.343, -0.619, -0.778]], "atomic_forces_ev_per_a": [[-0.05, -0.08, -0.21], [-0.11, 0.02, 0.12], [0.17, -0.22, -0.16], [-0.17, 0.21, 0.02], [0.09, -0.03, -0.04], [0.02, 0.01, 0.04], [-0.06, 0.00, -0.01], [0.10, 0.07, -0.06], [-0.05, 0.00, 0.01], [-0.01, 0.04, 0.00], [0.01, 0.01, -0.01], [0.00, -0.03, -0.01], [-0.05, -0.05, 0.04], [0.00, -0.01, 0.00], [0.01, -0.01, 0.00], [-0.01, 0.00, 0.01], [0.00, -0.01, 0.00], [-0.27, -0.47, 0.10], [0.94, 0.79, 0.10], [-0.55, -0.45, 0.17], [0.00, 0.00, 0.01], [-0.17, 0.03, -0.15], [0.06, -0.03, 0.04], [0.02, 0.00, 0.07], [0.00, 0.00, 0.01], [-0.01, 0.00, 0.00], [0.02, 0.02, 0.01], [-0.02, 0.01, 0.03], [0.01, 0.01, 0.01], [0.00, 0.00, -0.01], [0.01, 0.02, -0.05], [-0.01, 0.01, 0.00], [0.02, 0.01, 0.00], [0.11, -0.24, -0.06], [-0.11, -0.04, 0.09], [-0.04, 0.01, -0.08], [0.05, 0.00, 0.01], [-0.01, -0.02, 0.03], [-0.08, -0.01, -0.04], [0.20, 0.21, -0.01], [-0.03, 0.07, 0.00], [-0.04, 0.09, 0.00], [0.00, 0.00, 0.00], [0.01, 0.00, -0.01], [0.00, 0.00, 0.01], [0.02, 0.02, -0.01]], "s_squared": 8.757, "orbital_gap_ev": [8.3, 8.1], "homo_energy_ev": [-8.25, -8.25], "charge": 0, "fmax_ev_per_a": 1.24, "spin_multiplicity": 6}



# 5
{"formula": "C15H19BrF12N4O6PS", "method": "ωB97M-V/def2-TZVPD", "species": ["C", "P", "O", "N", "C", "N", "C", "C", "C", "C", "C", "O", "N", "Br", "N", "S", "O", "O", "C", "F", "F", "C", "F", "F", "C", "F", "F", "C", "F", "F", "F", "H", "H", "H", "H", "H", "H", "H", "H", "H", "H", "H", "H", "H", "H", "C", "C", "O", "C", "O", "C", "F", "F", "F", "H", "H", "H", "H", "H"], "xyz": [[3.231, 1.755, 4.052], [2.482, 2.932, 2.782], [0.995, 3.485, 3.386], [2.214, 2.029, 1.240], [1.198, 1.218, 1.000], [0.205, 0.950, 1.922], [-0.690, 0.100, 1.279], [-1.954, -0.351, 2.034], [-2.874, 0.965, 2.198], [-4.361, 0.752, 1.710], [-5.459, 0.938, 2.830], [-5.161, 1.945, 3.803], [-0.258, -0.160, 0.006], [-1.294, -1.250, -1.101], [0.914, 0.515, -0.204], [1.788, 0.521, -1.660], [3.147, 1.003, -1.513], [1.867, -0.843, -2.125], [0.996, 1.530, -3.010], [-0.192, 0.922, -3.374], [1.794, 1.436, -4.103], [0.630, 3.020, -2.609], [0.453, 3.209, -1.251], [-0.588, 3.295, -3.196], [1.638, 4.126, -3.128], [2.950, 3.756, -3.074], [1.235, 4.476, -4.399], [1.532, 5.481, -2.283], [2.155, 6.456, -3.017], [0.258, 5.884, -2.088], [2.255, 5.369, -1.129], [2.568, 0.896, 4.314], [4.214, 1.438, 3.600], [3.510, 2.389, 4.940], [0.423, 3.662, 2.611], [2.935, 2.197, 0.529], [-2.518, -1.173, 1.533], [-1.632, -0.622, 3.078], [-2.431, 1.758, 1.526], [-2.788, 1.387, 3.235], [-4.589, 1.509, 0.904], [-4.527, -0.254, 1.241], [-5.647, -0.033, 3.364], [-6.423, 1.243, 2.324], [-4.658, 2.663, 3.385], [0.769, -7.516, -0.219], [1.424, -7.146, -1.534], [0.662, -6.130, -2.214], [0.888, -4.873, -1.835], [1.663, -4.540, -0.983], [0.049, -3.910, -2.676], [-1.218, -4.330, -2.835], [0.556, -3.751, -3.906], [-0.025, -2.671, -2.122], [-0.270, -7.810, -0.378], [1.302, -8.340, 0.257], [0.760, -6.667, 0.468], [1.442, -8.014, -2.193], [2.457, -6.826, -1.393]], "atomic_forces_ev_per_a": [[-0.60, -0.04, -0.44], [1.17, 2.08, 0.83], [0.91, -1.61, -1.35], [-0.43, -0.69, 0.31], [-1.95, -0.92, 0.70], [0.19, -1.13, -2.67], [1.92, 1.16, 0.76], [0.17, 0.99, 0.14], [0.21, 0.19, -1.01], [-0.46, 0.48, 0.17], [-0.52, -0.08, -0.60], [0.52, -0.33, -0.40], [-2.96, -0.52, 2.34], [-1.47, 3.50, 1.96], [1.20, 1.50, 0.09], [4.44, -3.79, -1.62], [-2.19, 1.73, 1.31], [-2.08, 1.31, 0.38], [-1.98, -0.13, -1.34], [1.50, 0.43, 1.00], [-0.53, 0.42, 1.81], [-0.92, 1.23, -0.83], [0.48, -0.91, -1.09], [1.56, -0.38, 0.86], [-0.29, 1.42, -0.21], [-1.59, -0.04, -0.34], [0.99, -0.89, 1.36], [1.18, 1.15, -0.61], [-0.80, -1.25, 0.79], [1.37, -0.78, 0.26], [-1.47, -0.05, -0.96], [0.76, 0.61, 0.01], [-1.10, 0.13, 0.30], [-0.60, -0.59, -0.84], [0.18, 0.11, 0.69], [-0.50, -0.14, 0.28], [0.71, 0.68, 0.43], [-0.12, -0.12, -1.26], [-0.42, -0.75, 0.73], [-0.23, -0.70, -0.92], [0.34, -0.75, 0.78], [0.29, 0.85, 0.42], [0.29, 1.05, -0.28], [0.91, -0.59, 0.38], [-0.43, -0.28, 0.12], [-0.24, 0.30, 0.11], [0.33, -0.73, 0.42], [-0.16, 0.85, -0.32], [0.68, -1.35, 0.50], [-0.41, 0.57, -0.26], [-0.47, 0.41, -1.27], [0.28, 0.00, 0.37], [0.17, -0.20, 0.44], [2.29, -3.77, -2.08], [0.09, -0.12, -0.06], [0.00, 0.04, -0.07], [0.13, -0.06, -0.01], [-0.18, 0.25, -0.18], [-0.16, 0.24, -0.03]], "orbital_gap_ev": 7.3, "homo_energy_ev": -11.69, "charge": 1, "fmax_ev_per_a": 6.06}



# 6
{"formula": "C15H19Cl3GeNO4PtSSi", "method": "ωB97M-V/def2-TZVPD", "species": ["Pt", "C", "O", "C", "C", "H", "H", "H", "H", "H", "H", "Cl", "Ge", "Cl", "Cl", "C", "Si", "C", "C", "C", "C", "H", "H", "H", "H", "H", "H", "H", "H", "H", "O", "S", "O", "N", "C", "O", "C", "C", "C", "C", "C", "C", "H", "H", "H", "H"], "xyz": [[0.189, 0.749, -0.324], [2.647, 1.925, 1.748], [2.820, 2.135, 0.363], [2.159, 1.251, -0.479], [2.559, 1.523, -1.905], [2.888, 2.866, 2.239], [3.308, 1.125, 2.104], [1.612, 1.660, 1.976], [3.614, 1.262, -2.059], [2.410, 2.581, -2.119], [1.939, 0.947, -2.588], [0.649, 4.685, 1.193], [-0.952, 3.146, 0.195], [-0.507, 3.299, -2.199], [-2.470, 4.812, -0.022], [4.073, -3.556, -0.848], [3.587, -2.585, 0.689], [2.909, -3.789, 1.963], [5.169, -1.864, 1.424], [2.459, -1.270, 0.267], [2.011, -0.133, -0.074], [4.820, -4.327, -0.636], [4.485, -2.873, -1.594], [3.199, -4.040, -1.292], [3.664, -4.520, 2.268], [2.045, -4.332, 1.573], [2.582, -3.245, 2.853], [5.928, -2.628, 1.627], [4.950, -1.344, 2.360], [5.595, -1.129, 0.737], [-4.883, 2.935, 1.574], [-4.423, 1.597, 1.345], [-4.552, 0.689, 2.460], [-2.918, 1.517, 0.718], [-2.896, 0.710, -0.337], [-1.863, 0.281, -0.885], [-4.257, 0.344, -0.863], [-4.576, -0.358, -2.008], [-5.921, -0.547, -2.311], [-6.920, -0.042, -1.484], [-6.588, 0.664, -0.333], [-5.249, 0.846, -0.053], [-3.784, -0.730, -2.645], [-6.200, -1.096, -3.203], [-7.961, -0.203, -1.737], [-7.349, 1.067, 0.323]], "atomic_forces_ev_per_a": [[0.24, 0.69, -0.01], [0.01, 0.01, -0.01], [-0.02, 0.04, 0.01], [-0.22, -0.59, 0.19], [0.06, 0.21, 0.02], [0.01, 0.00, 0.00], [-0.02, -0.02, 0.00], [-0.02, 0.03, 0.00], [0.00, 0.02, 0.03], [0.00, -0.01, -0.02], [0.02, -0.02, -0.01], [-0.21, -0.21, -0.15], [1.22, 0.74, -0.52], [-0.02, 0.13, 0.07], [-0.25, -0.03, 0.16], [-0.03, -0.08, -0.07], [0.20, 0.03, 0.00], [-0.10, -0.05, 0.04], [0.07, 0.03, 0.04], [-0.10, 0.16, 0.02], [0.09, -0.25, -0.16], [-0.01, 0.02, 0.03], [0.00, -0.01, 0.01], [0.01, 0.02, 0.00], [0.01, 0.02, -0.03], [0.00, 0.02, 0.01], [0.00, -0.01, -0.01], [-0.04, -0.01, -0.01], [0.00, 0.00, -0.01], [0.00, -0.01, 0.01], [-0.04, 0.14, -0.19], [0.20, -0.04, 0.03], [-0.05, -0.14, -0.01], [-1.07, -0.42, 0.49], [0.28, 0.04, 0.20], [-0.31, -0.45, -0.11], [0.05, 0.16, -0.16], [0.01, -0.09, -0.15], [0.03, -0.06, -0.04], [0.09, 0.02, 0.06], [0.00, 0.08, 0.11], [-0.07, -0.07, 0.20], [-0.01, -0.02, 0.00], [0.03, 0.01, -0.02], [0.00, 0.01, -0.01], [-0.01, -0.01, -0.01]], "s_squared": 0.772, "orbital_gap_ev": [5.1, 5.8], "relative_energy_ev": 0.715, "homo_energy_ev": [-0.71, -1.38], "charge": -2, "fmax_ev_per_a": 1.52, "spin_multiplicity": 2}